No. 1
{
  "formula": "C48H98F6O34Sn2",
  "method": "ωB97M-V with the def2-TZVPD basis set",
  "elements": ["Sn", "Sn", "O", "C", "O", "O", "H", "O", "C", "O", "O", "H", "O", "C", "O", "O", "H", "O", "C", "O", "O", "H", "C", "O", "C", "C", "O", "C", "C", "O", "C", "H", "H", "H", "H", "H", "H", "H", "H", "H", "H", "H", "H", "H", "H", "C", "O", "C", "C", "O", "C", "C", "O", "C", "H", "H", "H", "H", "H", "H", "H", "H", "H", "H", "H", "H", "H", "H", "C", "O", "C", "C", "O", "C", "C", "O", "C", "H", "H", "H", "H", "H", "H", "H", "H", "H", "H", "H", "H", "H", "H", "C", "O", "C", "C", "O", "C", "C", "O", "C", "H", "H", "H", "H", "H", "H", "H", "H", "H", "H", "H", "H", "H", "H", "C", "O", "C", "C", "O", "C", "C", "O", "C", "H", "H", "H", "H", "H", "H", "H", "H", "H", "H", "H", "H", "H", "H", "C", "O", "C", "C", "O", "C", "C", "O", "C", "H", "H", "H", "H", "H", "H", "H", "H", "H", "H", "H", "H", "H", "H", "C", "C", "O", "C", "O", "C", "F", "F", "F", "H", "H", "H", "H", "H", "C", "C", "O", "C", "O", "C", "F", "F", "F", "H", "H", "H", "H", "H"],
  "xyz": [[4.20397, 2.34826, -1.85599], [4.51419, -2.26865, -2.12411], [1.29542, -0.48501, 1.04907], [1.91086, -0.73129, -0.06984], [2.76358, -0.05807, -0.56973], [1.71748, -1.81742, -0.57729], [0.69752, -1.23600, 1.03738], [6.80718, 0.85688, -5.65740], [6.50471, 1.13555, -4.43765], [6.58443, 2.30804, -4.07518], [6.05718, 0.29088, -3.65933], [6.93754, 1.79238, -5.82899], [1.92953, 0.19439, -5.74534], [2.41938, 0.71540, -4.64014], [2.61198, 1.98245, -4.56273], [2.81469, -0.06467, -3.71392], [1.82231, 1.01070, -6.23903], [7.69916, 0.35034, 0.90363], [6.88122, 0.88724, 0.06905], [6.99880, 2.06886, -0.06763], [6.04342, 0.16904, -0.50587], [7.97997, 1.25360, 1.06754], [-3.75171, -0.79171, -1.02612], [-4.26288, -1.08361, 0.23507], [-4.56079, -2.40595, 0.38503], [-5.38470, -2.64185, 1.64609], [-6.01042, -3.89268, 1.68431], [-6.75608, -4.23326, 2.83456], [-5.91603, -5.31195, 3.61698], [-5.63243, -6.45114, 2.83526], [-5.68434, -7.74291, 3.35954], [-2.74991, -1.18370, -1.20177], [-3.69649, 0.29233, -1.12565], [-4.45587, -1.25323, -1.71841], [-3.74019, -3.11912, 0.30691], [-5.28129, -2.70111, -0.37778], [-6.11716, -1.84250, 1.75855], [-4.85595, -2.52451, 2.59200], [-7.76530, -4.56115, 2.58543], [-7.01938, -3.30852, 3.34800], [-6.40515, -5.45203, 4.58095], [-4.94949, -4.87549, 3.86875], [-5.06477, -7.85564, 4.24922], [-5.21528, -8.40892, 2.63531], [-6.66154, -8.20897, 3.48592], [-0.11145, 4.36053, 2.71867], [0.31861, 4.48386, 4.00490], [-0.41753, 3.79908, 5.04955], [0.17521, 4.07785, 6.45556], [0.14422, 5.42751, 6.76148], [-1.02214, 6.08275, 7.20539], [-0.75295, 7.38231, 7.86029], [-1.80751, 7.84080, 8.72341], [-1.39104, 8.98294, 9.55884], [-0.54915, 3.42509, 2.37016], [0.64769, 4.61125, 1.97777], [-0.95781, 5.02674, 2.55156], [-0.39624, 2.75947, 4.72268], [-1.42470, 4.21329, 5.00320], [1.23072, 3.83329, 6.57475], [-0.45427, 3.50100, 7.13312], [-1.39092, 5.42444, 7.99199], [-1.71199, 6.14399, 6.36370], [-0.55878, 8.16066, 7.12234], [0.14805, 7.31326, 8.46984], [-1.31447, 9.85690, 8.91197], [-0.41250, 8.86144, 10.02338], [-2.18823, 9.10534, 10.29206], [1.65384, -3.10059, -4.14932], [2.18117, -4.09273, -3.28002], [1.25326, -4.66680, -2.36391], [2.10681, -5.62924, -1.53868], [3.40055, -5.00175, -1.11182], [3.73659, -5.50651, 0.17638], [3.87074, -4.42330, 1.23191], [4.69035, -3.30036, 0.78464], [4.91853, -2.35948, 1.82993], [2.50100, -2.62017, -4.63884], [1.14115, -2.32734, -3.57721], [1.08606, -3.47964, -4.99905], [0.54506, -5.15398, -3.03414], [0.76546, -3.95681, -1.69603], [2.35155, -6.54513, -2.07658], [1.53220, -5.90418, -0.65419], [4.74887, -5.91072, 0.17446], [3.18389, -6.38069, 0.52050], [4.46983, -4.85445, 2.03397], [2.85119, -4.21166, 1.55412], [4.16624, -2.45720, 2.61263], [4.80630, -1.32331, 1.51080], [5.91460, -2.29407, 2.26773], [0.17614, 4.62304, -1.80994], [0.94692, 3.60929, -1.26227], [0.18201, 2.42772, -0.84779], [-0.17646, 1.37591, -1.92640], [-1.29837, 1.65848, -2.74145], [-0.91840, 1.94906, -4.13837], [-2.22297, 2.37255, -4.78737], [-2.77641, 3.58377, -4.20742], [-3.65999, 3.35905, -3.12503], [-0.43753, 4.40734, -2.68458], [0.84338, 5.37749, -2.22672], [-0.36781, 5.20032, -1.06230], [-0.62724, 2.76696, -0.20116], [0.82707, 1.85571, -0.18086], [-0.21583, 0.36513, -1.52035], [0.70316, 1.29321, -2.56477], [-0.60510, 1.04013, -4.65198], [-0.16464, 2.71587, -4.31706], [-2.99385, 1.60228, -4.80994], [-2.20851, 2.48760, -5.87118], [-3.10992, 2.79342, -2.37298], [-4.60912, 2.85443, -3.30564], [-3.81288, 4.30892, -2.61271], [-4.39072, -2.09805, -9.16423], [-3.75413, -3.36769, -9.29162], [-2.40635, -3.34126, -8.82378], [-2.15583, -3.09258, -7.30266], [-2.26042, -1.73607, -7.00658], [-2.01674, -1.34384, -5.60170], [-3.41523, -1.45420, -4.80596], [-3.69318, -2.88919, -4.58312], [-2.60388, -3.68675, -4.07142], [-3.71505, -1.25011, -9.27638], [-4.77543, -2.14976, -8.14570], [-5.14109, -1.98840, -9.94720], [-1.74878, -2.57019, -9.22522], [-1.95906, -4.27817, -9.15581], [-1.12225, -3.36892, -7.09423], [-2.92396, -3.59693, -6.71639], [-1.70228, -0.32148, -5.81144], [-1.14738, -1.72553, -5.06633], [-4.07531, -0.90566, -5.47790], [-3.43049, -0.89148, -3.87258], [-1.73248, -3.91291, -4.68592], [-2.94472, -4.67523, -3.76346], [-2.28946, -3.21898, -3.13845], [2.96372, 5.22701, -4.65131], [3.44903, 5.14345, -3.32392], [4.66349, 5.89828, -3.20108], [4.78295, 6.18119, -1.63985], [4.81726, 5.05177, -0.80628], [4.96197, 5.24984, 0.55907], [3.88347, 4.64559, 1.51819], [3.82284, 3.28842, 1.10341], [3.17925, 2.39638, 1.97736], [3.11236, 6.19754, -5.12467], [1.94250, 4.93493, -4.89605], [3.53553, 4.45025, -5.15903], [4.65575, 6.95069, -3.48476], [5.56672, 5.43912, -3.60289], [3.99956, 6.92504, -1.49460], [5.67981, 6.78985, -1.52469], [4.96898, 6.30875, 0.81743], [5.96425, 4.95462, 0.86951], [3.01318, 5.30002, 1.46894], [4.24639, 4.71442, 2.54369], [2.11433, 2.57308, 1.82628], [3.49182, 2.45320, 3.02003], [3.34008, 1.38415, 1.60637], [-0.96803, -0.24711, 3.77437], [-2.15037, -1.10243, 3.26818], [-3.42855, -0.43517, 3.19825], [-4.14969, -0.25540, 4.30091], [-3.99468, -0.85214, 5.39261], [-5.42953, 0.54562, 4.05838], [-6.56037, -0.11584, 4.35978], [-5.42245, 1.59183, 4.85265], [-5.48530, 0.96486, 2.77479], [-1.17462, 0.25944, 4.71715], [-0.55061, 0.36369, 2.97387], [-0.22971, -1.02095, 3.98446], [-2.23989, -1.99800, 3.88303], [-2.04175, -1.38081, 2.21995], [3.06321, -4.62289, 4.93341], [2.42176, -5.83325, 4.28894], [1.04590, -6.04362, 4.67820], [0.00136, -5.34662, 4.05281], [0.20842, -4.45234, 3.21562], [-1.43868, -5.76234, 4.60232], [-1.99069, -6.56997, 3.60825], [-1.39146, -6.48740, 5.68530], [-2.21611, -4.74181, 4.77684], [4.14975, -4.55993, 4.87366], [2.98772, -4.57848, 6.01988], [2.44020, -3.76470, 4.68147], [2.99838, -6.66068, 4.70244], [2.38632, -5.83358, 3.19951]],
  "total_charge": 0,
  "relative_energy_kcal_mol": 48.5,
  "lumo_ev": -2.2,
  "molar_mass_da": 1570.688
}

No. 2
{
  "formula": "C49H104N2O25S8",
  "method": "ωB97M-V with the def2-TZVPD basis set",
  "elements": ["C", "C", "C", "C", "C", "C", "N", "O", "C", "C", "C", "H", "H", "H", "H", "H", "H", "H", "H", "H", "H", "H", "H", "H", "H", "H", "H", "H", "H", "C", "C", "C", "C", "C", "C", "N", "O", "C", "C", "C", "H", "H", "H", "H", "H", "H", "H", "H", "H", "H", "H", "H", "H", "H", "H", "H", "H", "H", "C", "C", "O", "C", "O", "O", "H", "H", "H", "H", "C", "C", "O", "C", "O", "O", "H", "H", "H", "H", "C", "C", "O", "C", "O", "O", "H", "H", "H", "H", "C", "C", "O", "C", "O", "O", "H", "H", "H", "H", "C", "C", "O", "C", "O", "O", "H", "H", "H", "H", "C", "S", "O", "C", "H", "H", "H", "H", "H", "H", "C", "S", "O", "C", "H", "H", "H", "H", "H", "H", "C", "S", "O", "C", "H", "H", "H", "H", "H", "H", "C", "S", "O", "C", "H", "H", "H", "H", "H", "H", "C", "S", "O", "C", "H", "H", "H", "H", "H", "H", "C", "S", "O", "C", "H", "H", "H", "H", "H", "H", "C", "S", "O", "C", "H", "H", "H", "H", "H", "H", "C", "S", "O", "C", "H", "H", "H", "H", "H", "H"],
  "xyz": [[3.82155, -2.80290, 2.81373], [3.34772, -4.13116, 3.52545], [4.03608, -5.33442, 2.81075], [4.07244, -6.67530, 3.57707], [4.35551, -6.48292, 5.07305], [3.58648, -5.34464, 5.85293], [3.59473, -4.13198, 5.00169], [3.18757, -2.99109, 5.71130], [4.42128, -5.25422, 7.21488], [2.15806, -5.78672, 6.30214], [1.80044, -4.30566, 3.22710], [4.78767, -2.47553, 3.19781], [3.06097, -2.02544, 2.88561], [3.72491, -2.80288, 1.72802], [5.06582, -5.11340, 2.52987], [3.59261, -5.61309, 1.85484], [4.76854, -7.38865, 3.13582], [3.11497, -7.19202, 3.51124], [5.42857, -6.32732, 5.18453], [4.16242, -7.42985, 5.57717], [5.45896, -4.99625, 7.00330], [4.42916, -6.24753, 7.66362], [4.15807, -4.43523, 7.88425], [1.71369, -4.96263, 6.86026], [2.15392, -6.70222, 6.89371], [1.62736, -5.84529, 5.35186], [1.17269, -3.72105, 3.89958], [1.45267, -5.33648, 3.29481], [1.58326, -3.83970, 2.26594], [0.37696, 2.99277, 0.96497], [0.32152, 1.64536, 0.25755], [0.90516, 0.60801, 1.33877], [0.75012, -0.78000, 0.85712], [-0.72572, -1.00296, 0.67558], [-1.45373, -0.22718, -0.47859], [-1.05318, 1.23046, -0.22660], [-1.90484, 2.31390, -0.78212], [-2.96651, -0.58175, -0.31821], [-0.84783, -0.73027, -1.86201], [1.29893, 1.70028, -0.93633], [0.79750, 3.76943, 0.32620], [1.07147, 3.02833, 1.80432], [-0.54275, 3.37676, 1.40630], [0.37625, 0.76409, 2.27898], [1.88606, 0.92029, 1.69713], [1.03408, -1.48725, 1.63640], [1.37297, -0.96282, -0.01851], [-1.21934, -0.67957, 1.59202], [-0.98927, -2.06059, 0.66772], [-3.52761, 0.07146, 0.35006], [-3.12409, -1.56871, 0.11674], [-3.51247, -0.35883, -1.23492], [-1.12605, -0.12605, -2.72550], [-1.04681, -1.75181, -2.18599], [0.23957, -0.67277, -1.91047], [0.72189, 2.10538, -1.76759], [1.69479, 0.74617, -1.28428], [2.26047, 2.18245, -0.76009], [-1.12674, 5.21424, -1.98439], [-2.44992, 5.32027, -1.39875], [-2.52397, 6.73881, -1.00860], [-1.49760, 7.41820, -1.55995], [-1.40263, 8.62885, -1.50600], [-0.64186, 6.52394, -2.18238], [-1.29782, 4.63480, -2.89162], [-0.58641, 4.70578, -1.18588], [-2.47240, 4.67700, -0.51909], [-3.24239, 4.98301, -2.06685], [2.37635, -0.17380, 4.95207], [0.88889, -0.72698, 4.72120], [0.04508, 0.41580, 5.11484], [0.77153, 1.50698, 5.24085], [0.37160, 2.66739, 5.39203], [2.06227, 1.16411, 5.37001], [2.96319, -0.24912, 4.03663], [2.77894, -0.62670, 5.85811], [0.64693, -1.61872, 5.29944], [0.77147, -0.90780, 3.65274], [3.23423, -2.24672, -4.29721], [1.98147, -1.43849, -4.09547], [2.06478, -0.41909, -5.06105], [3.14994, -0.55044, -5.86043], [3.39961, 0.01363, -6.91428], [3.93358, -1.50821, -5.32789], [2.98470, -3.22218, -4.71471], [4.02154, -2.20701, -3.54444], [1.91286, -0.92636, -3.13572], [1.13674, -2.06695, -4.37756], [-5.82379, 2.26735, -2.18866], [-5.84355, 3.24905, -1.09719], [-7.23628, 3.63907, -1.03108], [-7.98941, 2.88268, -1.87627], [-9.17882, 3.03470, -2.07053], [-7.19412, 2.20712, -2.60242], [-5.48764, 1.30682, -1.79814], [-5.04703, 2.65858, -2.84570], [-5.26178, 4.12457, -1.38551], [-5.37672, 2.86190, -0.19150], [-1.05087, 2.60017, -4.42534], [-2.43626, 1.89156, -4.40341], [-3.28678, 2.73005, -5.10040], [-2.59626, 3.75995, -5.56227], [-3.07824, 4.56640, -6.31039], [-1.22513, 3.72151, -5.27919], [-0.29804, 2.01756, -4.95630], [-0.73654, 2.87525, -3.41855], [-2.70577, 1.66344, -3.37219], [-2.48894, 0.95497, -4.95850], [-1.10754, 5.86963, 4.15107], [-1.34045, 7.30478, 3.05268], [-2.73950, 7.05762, 2.45013], [-1.57634, 8.59954, 4.30096], [-1.88598, 5.72387, 4.89999], [-0.32816, 6.21187, 4.83190], [-0.78898, 5.01668, 3.55182], [-1.98366, 9.47778, 3.80008], [-0.68111, 8.82083, 4.88207], [-2.49173, 8.34668, 4.83595], [2.67737, 5.39521, -1.41578], [4.02213, 5.05802, -2.58827], [3.55647, 5.65661, -3.91568], [5.33023, 6.26318, -1.91725], [1.76352, 4.86085, -1.67546], [2.43118, 6.45100, -1.30267], [3.16592, 5.10340, -0.48612], [6.31623, 6.12980, -2.36234], [5.51627, 6.06215, -0.86223], [4.96568, 7.27645, -2.08606], [-5.77896, -1.07197, -3.87097], [-5.67424, -2.74569, -3.07096], [-6.37667, -3.64253, -4.06473], [-3.85105, -2.94965, -3.37449], [-6.85877, -0.93370, -3.81600], [-5.56319, -1.06748, -4.93939], [-5.14128, -0.41760, -3.27662], [-3.63197, -2.96744, -4.44209], [-3.36591, -3.82978, -2.95245], [-3.28832, -2.08748, -3.01657], [-2.30511, -4.55187, 1.91350], [-2.92717, -6.22353, 1.90111], [-2.89826, -6.70722, 3.35997], [-4.73733, -5.83087, 1.80982], [-2.36885, -4.05780, 0.94400], [-1.23844, -4.49661, 2.13093], [-2.75627, -4.15288, 2.82200], [-4.99678, -5.28259, 0.90418], [-5.13781, -5.37002, 2.71278], [-5.10114, -6.85111, 1.68791], [0.19914, -4.48738, -0.74344], [1.53634, -5.24411, -1.82096], [1.19536, -4.74813, -3.20676], [2.93039, -4.27435, -1.08639], [0.26345, -4.57808, 0.34088], [-0.71134, -4.99837, -1.05653], [0.27059, -3.41864, -0.94538], [3.94845, -4.58829, -1.31686], [2.81038, -3.93894, -0.05625], [2.83745, -3.31578, -1.59690], [5.82471, 0.96989, -0.34538], [4.65408, -0.50287, -0.36305], [4.37749, -0.39765, -1.88203], [6.00155, -1.72119, -0.12866], [5.32869, 1.86321, -0.72491], [6.73468, 0.84174, -0.93157], [6.12044, 1.13243, 0.69105], [6.60750, -1.42262, 0.72678], [6.57026, -1.77280, -1.05711], [5.75188, -2.76031, 0.08578], [-3.11915, 1.64507, 2.89929], [-4.50643, 2.83154, 2.46037], [-5.18895, 3.26001, 3.76308], [-3.57287, 4.32861, 1.96920], [-3.52566, 0.70126, 3.26272], [-2.48998, 2.02034, 3.70640], [-2.63183, 1.55246, 1.92871], [-2.72366, 3.99480, 1.37295], [-3.20830, 4.83902, 2.86063], [-4.21349, 4.97627, 1.37068], [-0.98486, -2.03736, -6.18030], [-1.64545, -1.02351, -7.61629], [-2.98857, -0.55403, -7.15021], [-0.54924, 0.42039, -7.38320], [-1.29005, -3.08349, -6.15627], [-1.43089, -1.51924, -5.33137], [0.10409, -2.01390, -6.13828], [-1.09910, 1.28421, -7.75678], [0.31306, 0.30149, -8.03924], [-0.14188, 0.48421, -6.37420]],
  "total_charge": -2,
  "lumo_ev": 2.7,
  "molar_mass_da": 1377.896
}